Molecular formula: C38H47N6O3Si3Ti
Method: DFT, the ωB97M-V functional and the def2-TZVPD basis

Output
Frontier orbital gap (spin up / spin down): 6.45 / 6.41 eV
LUMO level (spin up / spin down): -0.766 / -0.803 eV
Spin multiplicity: 2
E_HOMO (spin up / spin down): -7.2 / -7.2 eV

XYZ file:
```
98
C38H47N6O3Si3Ti | the Open Molecules 2025 dataset | the ωB97M-V functional and the def2-TZVPD basis
Ti -0.2554 0.3064 -0.3008
O 2.8986 3.1618 -0.2803
C 1.7591 2.7324 -0.1442
N 1.1347 1.7712 -0.8806
C 1.6271 1.5108 -2.1948
C 2.7174 2.1284 -2.8144
C 3.0477 1.8368 -4.1322
C 2.3087 0.9298 -4.8683
C 1.2150 0.3086 -4.2835
C 0.8793 0.5899 -2.9622
N -0.2092 -0.0051 -2.2900
C -1.2720 -0.5237 -2.9268
O -1.5001 -0.6051 -4.1283
C -2.3517 -0.9934 -1.9726
C -3.5480 -1.4743 -2.4820
C -4.5482 -1.8245 -1.5929
C -4.3306 -1.6707 -0.2302
C -3.1162 -1.1679 0.1947
N -2.1502 -0.8331 -0.6622
C 0.9704 3.4498 0.9311
C 1.5881 3.6496 2.1655
C 0.9427 4.4133 3.1172
C -0.2815 4.9844 2.7914
C -0.7948 4.7585 1.5255
N -0.1967 3.9985 0.6080
H 3.3193 2.8299 -2.2648
H 3.9020 2.3325 -4.5762
H 2.5742 0.7009 -5.8923
H 0.6161 -0.3957 -4.8375
H -3.6522 -1.5568 -3.5540
H -5.4932 -2.2097 -1.9540
H -5.0877 -1.9377 0.4939
H -2.8839 -1.0332 1.2418
H 2.5649 3.2182 2.3373
H 1.3885 4.5775 4.0903
H -0.8213 5.6050 3.4944
H -1.7373 5.2095 1.2288
C -1.3841 -1.5294 3.3461
O -0.6580 -1.2614 2.1695
Si 0.9524 -1.7440 1.9337
C 1.1033 -3.3966 2.8188
C 1.9959 -0.5760 2.9948
C 1.1464 -1.5723 0.1263
Si 2.9999 -1.4591 -0.2545
C 3.8462 0.1710 0.1234
C 4.0360 -2.6835 0.7626
C 3.4207 -1.8037 -2.0553
Si 0.5135 -3.1538 -0.6900
C -1.1690 -3.7674 -0.0523
C 1.6194 -4.6631 -0.3928
C 0.3552 -3.1096 -2.5726
H -1.7348 -2.5661 3.3614
H -2.2547 -0.8714 3.3958
H -0.7903 -1.3598 4.2517
H 0.8855 -3.2546 3.8820
H 2.1212 -3.7842 2.7471
H 0.4268 -4.1622 2.4348
H 1.5748 -0.5094 4.0041
H 2.0843 0.4325 2.5852
H 3.0124 -0.9583 3.1028
H 4.9233 -0.0276 0.1019
H 3.6214 0.5992 1.1004
H 3.6477 0.9371 -0.6221
H 4.0322 -2.4653 1.8325
H 5.0695 -2.5531 0.4242
H 3.7806 -3.7324 0.6353
H 2.9670 -1.0658 -2.7233
H 3.1411 -2.7988 -2.4034
H 4.5068 -1.7112 -2.1542
H -1.3463 -3.5853 1.0100
H -1.1860 -4.8506 -0.2072
H -2.0124 -3.3594 -0.6088
H 1.7920 -4.8944 0.6584
H 2.5869 -4.5977 -0.8910
H 1.0861 -5.5110 -0.8355
H -0.6846 -3.0275 -2.8940
H 0.7334 -4.0539 -2.9751
H 0.9178 -2.3036 -3.0431
C -1.5256 1.8770 3.8920
C -2.8309 2.2857 3.6881
C -3.3113 2.3417 2.3920
C -2.4812 1.9747 1.3401
N -1.2511 1.4814 1.5487
C -0.7874 1.4650 2.7966
C -2.8267 2.2539 -0.0740
C -3.9826 2.9205 -0.4561
C -4.1325 3.2977 -1.7803
C -3.1147 3.0254 -2.6748
C -2.0077 2.3265 -2.2202
N -1.8822 1.9228 -0.9589
H -1.0785 1.8563 4.8760
H -3.4573 2.5870 4.5175
H -4.3104 2.7032 2.2017
H 0.2205 1.1042 2.9279
H -4.7541 3.1600 0.2601
H -5.0264 3.8172 -2.0998
H -3.1678 3.3322 -3.7093
H -1.1952 2.0790 -2.8900
```



Molecular formula: C38H47N9O4PPbS3
Method: DFT, the ωB97M-V functional and the def2-TZVPD basis

Output
Net charge: -1
Frontier orbital gap: 6.76 eV
LUMO level: 1.427 eV
E_HOMO: -5.3 eV

XYZ file:
```
103
C38H47N9O4PPbS3 | the Open Molecules 2025 dataset | the ωB97M-V functional and the def2-TZVPD basis
Pb -0.5350 -0.2235 -0.0160
C -4.5897 3.6134 1.0889
S -3.4811 4.0879 -0.2526
C -2.2594 2.7926 -0.2481
S -1.9845 1.8777 1.1800
N -1.6479 2.7816 -1.3941
N -0.6789 1.8188 -1.5554
C 0.1872 2.0732 -2.4574
C 1.2884 1.1570 -2.8035
C 2.1612 1.4859 -3.8332
C 3.1937 0.6103 -4.1393
C 3.3352 -0.5497 -3.3984
C 2.4159 -0.7878 -2.3824
N 1.4167 0.0326 -2.0971
H -5.2063 4.4874 1.2938
H -4.0185 3.3480 1.9740
H -5.2178 2.7768 0.7901
H 0.1251 3.0213 -2.9929
H 2.0199 2.4036 -4.3909
H 3.8668 0.8136 -4.9617
H 4.0971 -1.2828 -3.6336
H 2.4768 -1.6927 -1.7892
C 1.0626 -4.0926 4.5170
C 1.6051 -3.4269 3.4278
C 0.7773 -2.7620 2.5353
C -0.5982 -2.7887 2.7225
C -1.1469 -3.4343 3.8262
C -0.3136 -4.0837 4.7196
N -1.3889 -2.0879 1.7613
N -2.5868 -2.4104 1.7088
C -3.3736 -1.7174 0.7369
C -4.7344 -2.0158 0.8283
C -5.6317 -1.4226 -0.0390
C -5.1495 -0.5461 -1.0046
C -3.7904 -0.2669 -1.0843
C -2.8498 -0.8332 -0.2218
H 1.7093 -4.6130 5.2116
H 2.6760 -3.4206 3.2710
H 1.1917 -2.2133 1.6983
H -2.2185 -3.4134 3.9673
H -0.7368 -4.5843 5.5811
H -5.0636 -2.7043 1.5973
H -6.6899 -1.6402 0.0295
H -5.8374 -0.0777 -1.6996
H -3.4593 0.4394 -1.8420
N -1.1477 -2.1214 -2.3598
C -0.1862 -2.5822 -3.2792
C 0.6044 -3.6943 -2.9997
C 1.6829 -4.0004 -3.8156
C 1.9732 -3.2179 -4.9263
C 1.1329 -2.1655 -5.2520
C 0.0600 -1.8472 -4.4340
S 3.4971 -3.4854 -5.8346
O 3.5395 -2.3868 -6.7920
O 3.3747 -4.8074 -6.4231
O 4.5184 -3.3912 -4.7919
H -1.5752 -2.8232 -1.7730
H -1.8551 -1.5324 -2.7749
H 0.4005 -4.2843 -2.1120
H 2.3308 -4.8357 -3.5826
H 1.3694 -1.5734 -6.1258
H -0.5691 -0.9921 -4.6612
O 2.2383 0.7136 1.4108
P 3.1466 1.7109 2.0210
N 4.4209 1.0051 2.8126
C 5.8352 1.3569 2.6723
C 6.5666 0.0369 2.9125
C 5.6412 -0.6957 3.8834
C 4.2534 -0.3524 3.3518
N 2.4110 2.6420 3.1608
C 1.0200 3.0863 2.9889
C 0.8827 4.2381 3.9824
C 1.8869 3.8731 5.0764
C 3.0640 3.3175 4.2785
N 3.8324 2.7471 0.9183
C 3.9802 2.3253 -0.4880
C 3.8483 3.6246 -1.2822
C 4.3220 4.6936 -0.3002
C 3.7547 4.2070 1.0283
H 6.1299 2.1015 3.4230
H 6.0397 1.7810 1.6896
H 7.5718 0.1860 3.3058
H 6.6416 -0.5218 1.9773
H 5.7683 -0.2941 4.8918
H 5.8171 -1.7704 3.9173
H 3.4857 -0.3767 4.1282
H 3.9435 -1.0445 2.5635
H 0.3330 2.2730 3.2217
H 0.8099 3.3880 1.9615
H -0.1383 4.3377 4.3474
H 1.1718 5.1819 3.5132
H 1.4724 3.0908 5.7158
H 2.1729 4.7180 5.7029
H 3.6780 2.6183 4.8477
H 3.7118 4.1393 3.9451
H 3.2211 1.5903 -0.7473
H 4.9617 1.8657 -0.6518
H 2.8035 3.7997 -1.5458
H 4.4319 3.5992 -2.2015
H 3.9706 5.6941 -0.5519
H 5.4137 4.7113 -0.2601
H 2.7210 4.5517 1.1495
H 4.3318 4.5720 1.8802
```